1.
A single C10H8O molecule in a non-equilibrium geometry. Source: the OMol25 dataset; level of theory: ωB97M-V/def2-TZVPD.

## Properties
DFT total energy ... -461.00799 Ha
Structure (SMILES) ... c1ccc(-c2ccco2)cc1
Relative energy (zero: lowest compared OMol25 entry of this formula, charge and spin) ... 62.79 kcal/mol
LUMO ... 0.9 eV

Atoms and positions in Å:
C: -0.03043 3.12513 0.27578
C: -0.93659 2.26126 1.02408
C: -0.91263 0.94181 0.87286
C: -0.04623 0.34237 0.05298
C: 0.04796 -1.13828 -0.05932
C: -0.12432 -2.10868 0.89056
C: -0.05379 -3.36131 0.17258
C: 0.21922 -3.05639 -1.18105
O: 0.19824 -1.68075 -1.29923
C: 0.81859 1.07996 -0.78156
C: 0.86065 2.44555 -0.62714
H: -0.06860 4.11286 0.20332
H: -1.57315 2.91359 1.61352
H: -1.51789 0.28070 1.30788
H: -0.29951 -1.92424 1.88634
H: -0.14896 -4.42061 0.33462
H: 0.42698 -3.52335 -2.16395
H: 1.68197 0.55190 -1.49625
H: 1.45850 3.15850 -1.02602

natural (NBO) atomic charges, in units of e: C -0.18; C -0.19; C -0.22; C -0.06; C 0.28; C -0.31; C -0.31; C 0.07; O -0.42; C -0.18; C -0.22; H 0.20; H 0.22; H 0.21; H 0.23; H 0.23; H 0.22; H 0.23; H 0.21



2.
A single C3H5NS molecule in a non-equilibrium geometry. Source: the OMol25 dataset; level of theory: ωB97M-V/def2-TZVPD.

## Properties
DFT total energy ... -570.05931 Ha
Relative energy (zero: lowest compared OMol25 entry of this formula, charge and spin) ... 109.96 kcal/mol
LUMO (alpha / beta) ... -0.8 / -0.5 eV

Atoms and positions in Å:
C: 0.25884 -1.16594 -0.48390
C: 1.10819 -1.77360 0.23232
C: -0.93073 1.07865 0.12578
N: 0.25815 0.40346 -0.36462
S: 1.73965 1.02291 -0.17246
H: -0.37781 -1.58368 -1.20992
H: 1.81024 -1.79375 1.02780
H: -1.91630 0.73255 -0.43398
H: -1.20389 0.88131 1.31953
H: -0.74634 2.19807 -0.04055

natural (NBO) atomic charges, in units of e: C -0.17; C -0.05; C -0.43; N -0.55; S 0.14; H 0.22; H 0.21; H 0.21; H 0.20; H 0.24



3.
2 unconnected molecules or ions with the total composition C28H55F4NO6S2 in a non-equilibrium geometry. Source: the OMol25 dataset; level of theory: ωB97M-V/def2-TZVPD.

## Properties
DFT total energy ... -2801.81018 Ha
Structure (SMILES) ... CCCCCCCCCCCCCCCC[C@](CO[C@@H](F)S)(NCOCCOCC)S(=O)(=O)C(F)(F)F.CC(C)=O
LUMO ... 0.4 eV

Atoms and positions in Å:
C: 3.58555 -0.12576 3.37596
C: 4.90708 -0.12409 2.60715
C: 4.84577 -0.89322 1.26078
C: 5.87384 -2.01713 1.21811
C: 6.10035 -2.71088 -0.14119
C: 6.07632 -1.79753 -1.36634
C: 4.70258 -1.53690 -1.99794
C: 3.83244 -2.78868 -2.24791
C: 2.45973 -2.65627 -1.59071
C: 1.66236 -3.95432 -1.49400
C: 0.56554 -3.89886 -0.40944
C: -0.83559 -4.19240 -0.93982
C: -1.94389 -3.50331 -0.12327
C: -3.18852 -3.18408 -0.94610
C: -4.01671 -2.03579 -0.36230
C: -3.19591 -0.73618 -0.32659
C: -3.71957 0.43965 -1.15564
C: -3.98512 0.03368 -2.64174
O: -2.81982 0.20235 -3.41374
C: -2.24168 -0.92146 -3.94742
F: -2.13157 -0.73946 -5.30648
S: -0.50075 -1.12048 -3.43229
N: -2.69647 1.47347 -1.18083
C: -2.39747 2.13316 0.08805
O: -1.29947 2.99110 -0.07934
C: -0.14852 2.31318 -0.57070
C: 1.10954 2.99817 -0.08447
O: 1.52330 3.95819 -1.02892
C: 2.62803 4.73737 -0.56923
C: 3.60147 4.96716 -1.70128
S: -5.35487 1.04700 -0.59509
O: -5.45187 2.45774 -0.83622
O: -6.38054 0.23509 -1.19893
C: -5.57399 0.76308 1.24001
F: -6.47894 1.69611 1.64045
F: -6.06663 -0.47076 1.48798
F: -4.42332 0.93690 1.92716
H: 2.96233 0.71697 3.09115
H: 3.78249 -0.00699 4.44060
H: 3.04208 -1.05774 3.25232
H: 5.18991 0.90365 2.39639
H: 5.69473 -0.56408 3.21248
H: 3.84962 -1.30928 1.12259
H: 5.01275 -0.16958 0.46810
H: 6.82212 -1.68207 1.63317
H: 5.51298 -2.78586 1.90448
H: 5.40660 -3.54353 -0.22735
H: 7.09318 -3.15733 -0.09794
H: 6.75905 -2.15095 -2.13506
H: 6.47330 -0.83322 -1.04238
H: 4.88377 -1.05986 -2.95996
H: 4.13729 -0.81093 -1.42046
H: 4.32834 -3.71347 -1.96878
H: 3.66923 -2.84293 -3.32397
H: 1.89625 -1.92848 -2.17893
H: 2.57613 -2.20349 -0.60566
H: 2.36504 -4.75173 -1.25285
H: 1.24731 -4.20190 -2.46955
H: 0.57230 -2.90484 0.03501
H: 0.82414 -4.62510 0.35650
H: -1.03021 -5.26398 -0.94707
H: -0.92677 -3.85562 -1.97263
H: -2.24241 -4.12717 0.71819
H: -1.50442 -2.59892 0.29601
H: -2.90199 -2.92322 -1.96753
H: -3.78973 -4.08869 -1.02411
H: -4.33559 -2.32681 0.63510
H: -4.91548 -1.92685 -0.96430
H: -2.17406 -0.88421 -0.66388
H: -3.10776 -0.43860 0.71365
H: -4.73315 0.70813 -3.05382
H: -4.40112 -0.96636 -2.70241
H: -2.84000 -1.81780 -3.79672
H: -0.65227 -1.48673 -2.15214
H: -3.06034 2.21785 -1.77404
H: -2.13895 1.41289 0.86613
H: -3.21252 2.75811 0.45111
H: -0.12475 1.28360 -0.21119
H: -0.13086 2.33480 -1.65728
H: 1.88090 2.22148 -0.00089
H: 0.95951 3.42028 0.91098
H: 2.23475 5.67007 -0.16516
H: 3.13064 4.20418 0.23965
H: 3.19134 5.68036 -2.40903
H: 3.82573 4.03104 -2.20107
H: 4.52518 5.36943 -1.29209
C: -4.27519 3.20479 3.86731
C: -3.85678 4.46416 4.58900
C: -4.87020 5.08191 5.52329
O: -2.76547 4.95236 4.42625
H: -3.46048 2.87036 3.23219
H: -4.51315 2.42181 4.58946
H: -5.15275 3.40337 3.25241
H: -5.13507 4.37339 6.30967
H: -5.77201 5.35165 4.97158
H: -4.44813 5.97578 5.97578

Mulliken atomic charges, in units of e: C -1.10; C -0.71; C 0.71; C -1.19; C -0.47; C -1.20; C -0.41; C -1.05; C 0.71; C -0.84; C -0.79; C -0.91; C -0.66; C -0.28; C -1.46; C -0.87; C 0.71; C -1.06; O -0.37; C 0.40; F -0.33; S -0.14; N -0.01; C -0.62; O -0.43; C -0.02; C -0.68; O -0.33; C -0.26; C -1.18; S 1.38; O -0.64; O -0.69; C 0.69; F -0.23; F -0.22; F -0.15; H 0.20; H 0.36; H 0.36; H 0.29; H 0.40; H -0.37; H 0.22; H 0.46; H 0.26; H 0.37; H 0.36; H 0.38; H 0.40; H 0.52; H 0.05; H 0.58; H 0.33; H -0.18; H -0.23; H 0.49; H 0.39; H 0.36; H 0.42; H 0.38; H 0.45; H 0.52; H 0.21; H -0.33; H 0.61; H 0.50; H 0.64; H 0.03; H 0.52; H 0.55; H 0.44; H 0.14; H -0.05; H 0.37; H 0.46; H 0.30; H 0.18; H 0.18; H 0.26; H 0.37; H 0.30; H 0.32; H 0.29; H 0.30; H 0.38; C -0.62; C 0.62; C -1.13; O -0.55; H 0.06; H 0.37; H 0.30; H 0.31; H 0.31; H 0.32



4.
A molecular structure, C51H32AsCl2F4N11O2PbS. Source: the OMol25 dataset; level of theory: ωB97M-V/def2-TZVPD.

## Properties
DFT total energy ... -6861.56137 Ha
Total charge ... +2
Relative energy (zero: lowest compared OMol25 entry of this formula, charge and spin) ... 11.84 kcal/mol
LUMO ... -7.7 eV

Atoms and positions in Å:
Pb: -0.35173 0.30790 1.01149
Cl: -1.86703 -6.64478 1.91923
C: -2.02289 -4.99889 1.54313
C: -1.26195 -4.08878 2.18077
C: -1.36227 -2.69343 1.84974
N: -0.72544 -1.72990 2.43085
C: -0.18155 -1.85483 3.74547
O: -0.40844 -2.78180 4.47471
C: 0.55889 -0.64261 4.23328
C: 1.19871 -0.72322 5.46083
C: 1.88620 0.38631 5.92116
C: 1.89901 1.53566 5.14600
C: 1.22463 1.52734 3.93672
N: 0.56744 0.46144 3.48356
C: -2.36325 -2.28065 0.77028
C: -3.15381 -3.30841 0.15001
C: -2.99168 -4.59850 0.50293
Cl: -3.88602 -5.80621 -0.27959
N: -2.46486 -1.00820 0.58608
C: -3.58189 -0.39553 -0.04291
O: -4.37578 -0.94772 -0.75275
C: -3.75143 1.05213 0.34334
C: -4.96904 1.65714 0.07550
C: -5.14578 2.97988 0.45345
C: -4.09800 3.64628 1.06689
C: -2.91170 2.95907 1.28717
N: -2.73877 1.68706 0.94258
H: -0.56350 -4.40443 2.93636
H: 1.14857 -1.64282 6.02468
H: 2.39936 0.35633 6.87283
H: 2.41852 2.42548 5.47076
H: 1.21801 2.40245 3.29757
H: -3.85411 -3.03889 -0.62334
H: -5.75011 1.08416 -0.40442
H: -6.09114 3.47785 0.28234
H: -4.19307 4.67621 1.37945
H: -2.06999 3.44959 1.76211
N: 4.40261 -0.24627 2.44781
C: 4.46773 -1.22486 3.46749
C: 5.44512 -1.13790 4.44312
C: 5.49605 -2.07834 5.46387
C: 4.56311 -3.10068 5.51668
C: 3.57958 -3.18612 4.53893
C: 3.53936 -2.25805 3.51269
S: 2.34912 -2.42992 2.21677
N: 2.37429 -0.92999 1.45667
C: 3.35341 -0.11384 1.58961
C: 3.35609 1.09550 0.71356
C: 4.52068 1.61694 0.17039
C: 4.42858 2.72675 -0.66025
C: 3.18183 3.27568 -0.91088
C: 2.07660 2.67634 -0.32401
N: 2.15548 1.61180 0.46877
H: 5.06289 0.51263 2.50989
H: 6.16996 -0.33362 4.40510
H: 6.27022 -2.00871 6.21439
H: 4.59984 -3.83319 6.30985
H: 2.85176 -3.98727 4.56451
H: 5.47841 1.14724 0.34889
H: 5.31859 3.14629 -1.10866
H: 3.05334 4.14377 -1.54070
H: 1.08374 3.07496 -0.50480
C: 1.00573 -0.70181 -3.15559
As: 0.81682 -1.55351 -1.41430
C: -0.31330 -3.05516 -1.95615
C: 2.56236 -2.48713 -1.26655
C: 2.98800 -3.26823 -2.47148
C: 2.63804 -4.60973 -2.60774
C: 3.03166 -5.33740 -3.72079
C: 3.79080 -4.73480 -4.71311
C: 4.15837 -3.40287 -4.58272
C: 3.76200 -2.67858 -3.46918
H: 1.46961 -1.39878 -3.84983
H: 1.61632 0.19694 -3.07291
H: 0.01999 -0.42402 -3.52251
H: 0.10661 -3.53872 -2.83697
H: -1.31456 -2.69274 -2.19116
H: -0.37795 -3.78559 -1.14804
H: 2.47081 -3.14072 -0.39749
H: 3.29518 -1.71613 -1.02101
H: 2.05859 -5.09203 -1.82872
H: 2.75680 -6.37974 -3.80818
H: 4.10507 -5.30283 -5.57759
H: 4.76203 -2.93065 -5.34584
H: 4.06198 -1.64149 -3.36787
F: -3.95212 1.78497 -3.00136
C: -4.13122 3.08822 -3.21567
C: -5.34137 3.53182 -3.59178
F: -6.32461 2.65937 -3.72726
C: -5.60658 4.93855 -3.86543
C: -4.44132 5.80649 -3.74954
C: -3.23829 5.35470 -3.35280
F: -2.22361 6.20209 -3.24545
C: -2.99870 3.96717 -3.02033
C: -1.79791 3.51919 -2.55236
C: -1.53993 2.16619 -2.15780
N: -1.17754 1.15551 -1.74805
C: -0.64259 4.33615 -2.31232
N: 0.34391 4.85433 -2.03536
F: -4.58368 7.08803 -4.02536
C: -6.84314 5.40667 -4.18514
C: -8.01214 4.57492 -4.23970
N: -8.97191 3.94673 -4.23622
C: -7.12487 6.78358 -4.47183
N: -7.42581 7.86916 -4.68847

Here are the Mulliken charges for atoms 1 to 99, given in e: Pb 1.72; Cl -0.13; C 0.01; C -1.04; C 0.52; N 0.40; C -0.11; O -0.58; C 0.24; C -0.83; C -0.46; C -0.93; C -0.26; N 0.32; C 0.38; C -0.83; C 0.10; Cl -0.11; N 0.36; C -0.11; O -0.61; C 0.41; C -0.89; C -0.53; C -0.89; C -0.32; N 0.20; H 0.67; H 0.57; H 0.50; H 0.49; H 0.52; H 0.76; H 0.57; H 0.57; H 0.48; H 0.55; N 0.15; C -0.13; C -0.76; C -0.71; C -0.78; C -0.72; C 0.94; S -0.11; N -0.09; C 0.37; C -0.03; C -0.85; C -0.80; C -0.68; C -0.41; N 0.59; H 0.32; H 0.46; H 0.44; H 0.45; H 0.50; H 0.52; H 0.47; H 0.56; H 0.20; C -1.50; As 0.95; C -1.45; C -0.79; C 0.13; C -0.33; C -0.77; C -0.50; C -0.76; C -0.20; H 0.53; H 0.37; H 0.42; H 0.56; H 0.46; H 0.25; H 0.43; H 0.41; H 0.40; H 0.41; H 0.41; H 0.41; H 0.43; F -0.36; C 0.42; C 0.30; F -0.31; C 0.06; C 0.38; C -0.37; F -0.31; C 0.79; C 1.24; C -0.31; N -0.27; C -0.44; N -0.50